Entry 1:
The following is a DFT calculation (ωB97M-V/def2-TZVPD) of 2 unconnected molecules or ions with the total composition C7H9ClOS.

Each atom is followed by the atoms it is bonded to, with distances in Å.
Cartesian coordinates (Å):
1 C 0.93106 -1.34366 1.57333  C2 1.337, C6 1.521, H11 1.120
2 C 1.57670 -0.70493 0.59280  C1 1.337, C7 1.483, H12 1.100
3 C -0.25239 0.86539 0.28488  C4 1.320, C7 1.517, H13 1.116
4 C -0.92924 0.15793 1.17048  C3 1.320, C6 1.401, H19 1.132
5 C -1.73131 0.12471 -2.94064  S9 1.701, H14 1.046, H15 1.106
6 C -0.37506 -0.75101 2.08104  C1 1.521, C4 1.401, H16 1.105, H17 1.010
7 C 1.24962 0.68214 0.18311  C2 1.483, C3 1.517, Cl10 1.867, H18 1.090
8 O 0.58619 1.25827 -2.80976  S9 1.497
9 S -0.04778 -0.06878 -3.09139  C5 1.701, O8 1.497
10 Cl 2.04477 1.85422 1.40011  C7 1.867
11 H 1.42366 -2.24844 2.01226  C1 1.120
12 H 2.52499 -1.17548 0.29539  C2 1.100
13 H -0.55390 1.48606 -0.59172  C3 1.116
14 H -2.31912 0.95534 -2.69637  C5 1.046
15 H -2.26056 -0.81252 -3.19577  C5 1.106
16 H -1.13534 -1.42209 2.52117  C6 1.105
17 H -0.01740 -0.19439 2.84455  C6 1.010
18 H 1.34590 1.16835 -0.78793  C7 1.090
19 H -2.06079 0.16891 1.15444  C4 1.132

Properties
HOMO = -9.3 eV
HOMO-LUMO gap = 8.411 eV
ΔE to the lowest compared entry with this formula, charge and spin = 3.170 eV
strongest force on any atom = 5.25 eV/Å

Let us look at the natural (NBO) charges, expressed in e, one per atom: number 1, C, carries -0.125; number 2, C, carries -0.244; number 3, C, carries -0.213; number 4, C, carries -0.153; number 5, C, carries -0.651; number 6, C, carries -0.519; number 7, C, carries -0.260; number 8, O, carries -0.913; number 9, S, carries 1.133; number 10, Cl, carries -0.132; number 11, H, carries 0.221; number 12, H, carries 0.218; number 13, H, carries 0.226; number 14, H, carries 0.229; number 15, H, carries 0.216; number 16, H, carries 0.228; number 17, H, carries 0.256; number 18, H, carries 0.276; number 19, H, carries 0.206

=====

Entry 2:
The following is a DFT calculation (ωB97M-V/def2-TZVPD) of 3 unconnected molecules or ions with the total composition C38H34BrN3O7.

Each atom is followed by the atoms it is bonded to, with distances in Å.
Cartesian coordinates (Å):
1 C 1.08148 2.96797 -2.70089  C2 1.536, H18 1.088, H19 1.091, H20 1.092
2 C 2.59472 2.77792 -2.87967  C1 1.536, C3 1.533, H21 1.092, H22 1.090
3 C 3.21118 1.88561 -1.79590  C2 1.533, O4 1.434, H23 1.096, H24 1.090
4 O 3.52215 2.71113 -0.66532  C3 1.434, C5 1.420
5 C 4.66159 2.30782 0.07946  O4 1.420, C6 1.536, C11 1.567, H25 1.085
6 C 5.37659 3.62718 0.40944  C5 1.536, O7 1.199, N8 1.410
7 O 6.49933 3.97152 0.16988  C6 1.199
8 N 4.39434 4.30799 1.15697  C6 1.410, C9 1.472, H26 1.011
9 C 3.86174 3.32767 2.11788  N8 1.472, Br10 1.972, C11 1.585, H27 1.087
10 Br 4.82593 3.72535 3.79201  C9 1.972
11 C 4.14460 1.89543 1.49973  C5 1.567, C9 1.585, N12 1.471, N13 1.473
12 N 2.94647 1.06416 1.30828  C11 1.471, H28 1.008, H29 1.008
13 N 5.09280 1.12345 2.32080  C11 1.473, C14 1.469, C15 1.409
14 C 6.01040 0.27322 1.55105  N13 1.469, H30 1.087, H31 1.095, H32 1.086
15 C 4.42309 0.49386 3.38830  N13 1.409, C16 1.516, O17 1.212
16 C 4.69170 -0.96095 3.71799  C15 1.516, H33 1.090, H34 1.089, H35 1.086
17 O 3.58412 1.08571 4.03190  C15 1.212
18 H 0.59362 3.16938 -3.65228  C1 1.088
19 H 0.89538 3.81979 -2.04471  C1 1.091
20 H 0.61355 2.10946 -2.21568  C1 1.092
21 H 3.07154 3.75447 -2.77462  C2 1.092
22 H 2.84887 2.40696 -3.87281  C2 1.090
23 H 2.43099 1.18241 -1.48202  C3 1.096
24 H 4.08429 1.34390 -2.16060  C3 1.090
25 H 5.28373 1.61052 -0.47262  C5 1.085
26 H 4.75724 5.13003 1.62114  N8 1.011
27 H 2.79136 3.40852 2.28745  C9 1.087
28 H 3.07713 0.43188 0.53378  N12 1.008
29 H 2.10407 1.60475 1.18770  N12 1.008
30 H 6.60163 0.87161 0.86305  C14 1.087
31 H 5.49247 -0.53516 1.02360  C14 1.095
32 H 6.72930 -0.16271 2.23894  C14 1.086
33 H 4.01968 -1.60504 3.15018  C16 1.090
34 H 4.40863 -1.08118 4.76298  C16 1.089
35 H 5.72561 -1.28517 3.63841  C16 1.086
36 O -7.06195 0.07936 -3.92385  C37 1.213
37 C -6.17313 0.88722 -3.75270  O36 1.213, C38 1.490, C51 1.490
38 C -6.09533 2.12711 -4.57530  C37 1.490, C39 1.389, C43 1.396
39 C -7.07232 2.36537 -5.53410  C38 1.389, C40 1.385, H52 1.081
40 C -7.03318 3.52716 -6.28621  C39 1.385, C41 1.391, H53 1.082
41 C -6.01864 4.45725 -6.08376  C40 1.391, C42 1.385, H54 1.082
42 C -5.03518 4.21878 -5.13884  C41 1.385, C43 1.389, H55 1.081
43 C -5.06676 3.05226 -4.38469  C38 1.396, C42 1.389, C44 1.489
44 C -3.99151 2.80488 -3.38446  C43 1.489, O45 1.213, C46 1.490
45 O -3.06785 3.58059 -3.25261  C44 1.213
46 C -4.08101 1.57621 -2.54700  C44 1.490, C47 1.390, C51 1.396
47 C -3.10638 1.34127 -1.58454  C46 1.390, C48 1.385, H56 1.081
48 C -3.18603 0.21685 -0.78045  C47 1.385, C49 1.391, H57 1.082
49 C -4.24028 -0.67804 -0.93364  C48 1.391, C50 1.385, H58 1.082
50 C -5.20817 -0.45408 -1.89811  C49 1.385, C51 1.390, H59 1.081
51 C -5.13077 0.67051 -2.71079  C37 1.490, C46 1.396, C50 1.390
52 H -7.86026 1.64019 -5.68333  C39 1.081
53 H -7.79647 3.71249 -7.03045  C40 1.082
54 H -5.99591 5.36892 -6.66613  C41 1.082
55 H -4.24082 4.93485 -4.97974  C42 1.081
56 H -2.29196 2.04338 -1.46903  C47 1.081
57 H -2.42769 0.03617 -0.02970  C48 1.082
58 H -4.30442 -1.55220 -0.29909  C49 1.082
59 H -6.02785 -1.14774 -2.02467  C50 1.081
60 O -1.76424 -5.87206 4.66256  C61 1.213
61 C -1.22251 -5.24580 3.77585  O60 1.213, C62 1.491, C75 1.489
62 C -1.35213 -5.66738 2.35199  C61 1.491, C63 1.389, C67 1.397
63 C -2.12402 -6.78074 2.04373  C62 1.389, C64 1.385, H76 1.081
64 C -2.28182 -7.16828 0.72381  C63 1.385, C65 1.391, H77 1.082
65 C -1.67031 -6.44499 -0.29508  C64 1.391, C66 1.385, H78 1.082
66 C -0.88931 -5.34245 0.00737  C65 1.385, C67 1.390, H79 1.081
67 C -0.72334 -4.95196 1.33065  C62 1.397, C66 1.390, C68 1.489
68 C 0.13382 -3.77339 1.63818  C67 1.489, O69 1.215, C70 1.489
69 O 0.72070 -3.18139 0.75449  C68 1.215
70 C 0.24560 -3.33969 3.05777  C68 1.489, C71 1.389, C75 1.397
71 C 1.01009 -2.22155 3.36405  C70 1.389, C72 1.385, H80 1.082
72 C 1.10355 -1.78275 4.67401  C71 1.385, C73 1.391, H81 1.084
73 C 0.43171 -2.46104 5.68594  C72 1.391, C74 1.386, H82 1.082
74 C -0.32231 -3.58480 5.38863  C73 1.386, C75 1.390, H83 1.081
75 C -0.41611 -4.03064 4.07563  C61 1.489, C70 1.397, C74 1.390
76 H -2.59991 -7.33579 2.84027  C63 1.081
77 H -2.88564 -8.03401 0.48554  C64 1.082
78 H -1.80307 -6.74430 -1.32641  C65 1.082
79 H -0.40661 -4.77894 -0.77911  C66 1.081
80 H 1.52609 -1.68927 2.57556  C71 1.082
81 H 1.69710 -0.90611 4.90503  C72 1.084
82 H 0.49888 -2.11199 6.70792  C73 1.082
83 H -0.84365 -4.11889 6.17100  C74 1.081

Properties
HOMO = -9.4 eV
HOMO-LUMO gap = 8.360 eV
structure (SMILES) = CCCO[C@H]1C(=O)N[C@H](Br)[C@]1(N)N(C)C(C)=O.O=C1c2ccccc2C(=O)c2ccccc21.O=C1c2ccccc2C(=O)c2ccccc21
strongest force on any atom = 1.13 eV/Å

Let us look at the Löwdin charges, expressed in e, one per atom: number 1, C, carries -0.097; number 2, C, carries -0.210; number 3, C, carries -0.196; number 4, O, carries -0.109; number 5, C, carries -0.187; number 6, C, carries -0.410; number 7, O, carries 0.123; number 8, N, carries 0.041; number 9, C, carries -0.520; number 10, Br, carries 0.785; number 11, C, carries -0.406; number 12, N, carries 0.133; number 13, N, carries -0.061; number 14, C, carries -0.045; number 15, C, carries -0.517; number 16, C, carries 0.008; number 17, O, carries -0.006; number 18, H, carries 0.070; number 19, H, carries 0.076; number 20, H, carries 0.061; number 21, H, carries 0.112; number 22, H, carries 0.106; number 23, H, carries 0.107; number 24, H, carries 0.122; number 25, H, carries 0.140; number 26, H, carries 0.098; number 27, H, carries 0.103; number 28, H, carries 0.084; number 29, H, carries 0.094; number 30, H, carries 0.087; number 31, H, carries 0.102; number 32, H, carries 0.086; number 33, H, carries 0.084; number 34, H, carries 0.085; number 35, H, carries 0.069; number 36, O, carries 0.107; number 37, C, carries -0.277; number 38, C, carries -0.082; number 39, C, carries -0.002; number 40, C, carries -0.057; number 41, C, carries -0.057; number 42, C, carries -0.002; number 43, C, carries -0.083; number 44, C, carries -0.277; number 45, O, carries 0.103; number 46, C, carries -0.082; number 47, C, carries -0.002; number 48, C, carries -0.055; number 49, C, carries -0.055; number 50, C, carries -0.001; number 51, C, carries -0.083; number 52, H, carries 0.120; number 53, H, carries 0.107; number 54, H, carries 0.107; number 55, H, carries 0.120; number 56, H, carries 0.114; number 57, H, carries 0.107; number 58, H, carries 0.107; number 59, H, carries 0.120; number 60, O, carries 0.107; number 61, C, carries -0.278; number 62, C, carries -0.082; number 63, C, carries -0.001; number 64, C, carries -0.056; number 65, C, carries -0.057; number 66, C, carries -0.004; number 67, C, carries -0.084; number 68, C, carries -0.279; number 69, O, carries 0.097; number 70, C, carries -0.083; number 71, C, carries -0.005; number 72, C, carries -0.048; number 73, C, carries -0.048; number 74, C, carries 0.000; number 75, C, carries -0.084; number 76, H, carries 0.121; number 77, H, carries 0.108; number 78, H, carries 0.107; number 79, H, carries 0.119; number 80, H, carries 0.109; number 81, H, carries 0.102; number 82, H, carries 0.109; number 83, H, carries 0.120

=====

Entry 3:
The following is a DFT calculation (ωB97M-V/def2-TZVPD) of 2 unconnected molecules or ions with the total composition C5H6N2O3.

Each atom is followed by the atoms it is bonded to, with distances in Å.
Cartesian coordinates (Å):
1 N 0.51473 -5.13027 2.39757  C2 1.154
2 C 0.73685 -4.04982 2.05811  N1 1.154, C3 1.464
3 C 1.04232 -2.66853 1.68137  C2 1.464, C4 1.497, H10 1.101, H11 1.101
4 C 0.32765 -2.20981 0.44860  C3 1.497, N5 1.265, O9 1.370
5 N -0.37518 -2.88533 -0.35692  C4 1.265, C6 1.451
6 C -0.66978 -2.02846 -1.49083  N5 1.451, C7 1.513, H12 1.099, H13 1.099
7 C 0.10542 -0.75357 -1.23945  C6 1.513, O8 1.192, O9 1.449
8 O 0.43748 0.15164 -1.94106  C7 1.192
9 O 0.56448 -0.89966 0.12698  C4 1.370, C7 1.449
10 H 2.12748 -2.56757 1.52498  C3 1.101
11 H 0.78656 -1.99845 2.51693  C3 1.101
12 H -1.74311 -1.80542 -1.56577  C6 1.099
13 H -0.34415 -2.49215 -2.43274  C6 1.099
14 O -1.93942 1.06766 -0.43836  H15 1.013, H16 0.963
15 H -1.36843 0.77208 0.34466  O14 1.013
16 H -1.60045 1.93320 -0.68815  O14 0.963

Properties
HOMO = -10.9 eV
HOMO-LUMO gap = 11.230 eV
ΔE to the lowest compared entry with this formula, charge and spin = 0.550 eV
structure (SMILES) = N#CCC1=NCC(=O)O1.O
strongest force on any atom = 2.24 eV/Å

Let us look at the natural (NBO) charges, expressed in e, one per atom: number 1, N, carries -0.283; number 2, C, carries 0.286; number 3, C, carries -0.568; number 4, C, carries 0.546; number 5, N, carries -0.428; number 6, C, carries -0.387; number 7, C, carries 0.795; number 8, O, carries -0.503; number 9, O, carries -0.530; number 10, H, carries 0.279; number 11, H, carries 0.274; number 12, H, carries 0.261; number 13, H, carries 0.250; number 14, O, carries -0.946; number 15, H, carries 0.472; number 16, H, carries 0.480

=====

Entry 4:
The following is a DFT calculation (ωB97M-V/def2-TZVPD) of a single C4H7NS molecule.

Each atom is followed by the atoms it is bonded to, with distances in Å.
Cartesian coordinates (Å):
1 C 1.71615 0.48994 -1.58266  C2 1.631, S6 1.697
2 C 0.41044 -0.46378 -1.36815  C1 1.631, N5 1.552, S6 1.906, H8 1.211
3 C -0.22618 1.23131 0.80568  C4 1.566, H9 1.030, H10 1.104, H11 1.117
4 C -0.60858 -0.28485 0.88648  C3 1.566, N5 1.424, H12 1.160, H13 1.128
5 N -0.79769 -0.76353 -0.44155  C2 1.552, C4 1.424, H7 1.003
6 S 2.18335 -1.00018 -0.91851  C1 1.697, C2 1.906
7 H -0.94813 -1.75481 -0.40311  N5 1.003
8 H 0.02339 -0.93456 -2.41434  C2 1.211
9 H -0.19064 1.66950 1.73731  C3 1.030
10 H 0.78376 1.35370 0.37738  C3 1.104
11 H -0.94838 1.67950 0.08119  C3 1.117
12 H -1.48778 -0.42761 1.62962  C4 1.160
13 H 0.09029 -0.79464 1.61065  C4 1.128

Properties
HOMO = -8.8 eV
HOMO-LUMO gap = 8.468 eV
ΔE to the lowest compared entry with this formula, charge and spin = 5.145 eV
strongest force on any atom = 3.86 eV/Å

Let us look at the natural (NBO) charges, expressed in e, one per atom: number 1, C, carries -0.132; number 2, C, carries -0.238; number 3, C, carries -0.613; number 4, C, carries -0.243; number 5, N, carries -0.597; number 6, S, carries 0.212; number 7, H, carries 0.375; number 8, H, carries 0.224; number 9, H, carries 0.212; number 10, H, carries 0.209; number 11, H, carries 0.216; number 12, H, carries 0.205; number 13, H, carries 0.170

=====

Entry 5:
The following is a DFT calculation (ωB97M-V/def2-TZVPD) of 2 unconnected molecules or ions with the total composition CH3O3S.

Each atom is followed by the atoms it is bonded to, with distances in Å.
Cartesian coordinates (Å):
1 C -0.38478 0.65345 -0.23679  H6 1.077, H7 1.151, H8 1.065
2 O -2.29629 -2.06651 -1.15189  S5 1.473
3 O -0.87150 -3.91706 -0.22270  S5 1.472
4 O -2.80728 -2.91077 0.97618  S5 1.466
5 S -1.70766 -2.73130 0.02369  O2 1.473, O3 1.472, O4 1.466
6 H -0.16158 1.66222 0.06765  C1 1.077
7 H -1.45449 0.39887 -0.57748  C1 1.151
8 H -0.05096 -0.07460 0.46456  C1 1.065

Properties
HOMO (spin up / spin down) = -4.8 / -3.5 eV
HOMO-LUMO gap (spin up / spin down) = 8.570 / 6.631 eV
ΔE to the lowest compared entry with this formula, charge and spin = 3.126 eV
strongest force on any atom = 2.65 eV/Å
net charge = -1

Let us look at the natural (NBO) charges, expressed in e, one per atom: number 1, C, carries -0.498; number 2, O, carries -1.002; number 3, O, carries -0.982; number 4, O, carries -1.000; number 5, S, carries 2.000; number 6, H, carries 0.132; number 7, H, carries 0.199; number 8, H, carries 0.151